Density functional theory data (the ωB97M-V functional and the def2-TZVPD basis) for a gas-phase ion, C9H15F2N3P (charge +1).

Structure (XYZ):
```
30
Properties=species:S:1:pos:R:3
C 0.16 -1.63 -2.01
C 0.84 -0.33 1.46
C 0.12 1.80 0.28
C -0.88 -1.70 0.14
C 2.08 -0.70 2.22
C -1.98 -2.16 0.99
C 1.00 2.80 -1.79
C 0.57 1.14 1.60
C -1.47 1.75 -0.08
N 0.12 -1.15 0.81
N 1.05 2.14 -0.46
N -0.92 -1.82 -1.15
F -1.75 0.75 -0.93
F -2.25 1.63 1.06
P 0.10 -2.14 -3.63
H 1.06 -1.39 -1.42
H 1.92 -0.34 3.22
H 2.25 -1.80 1.96
H 2.86 -0.08 1.99
H -2.95 -2.09 0.63
H -1.82 -3.15 1.41
H -1.96 -1.77 2.02
H 1.99 2.82 -2.28
H 0.57 3.82 -1.56
H 0.24 2.27 -2.37
H -0.30 1.19 2.15
H 1.38 1.75 1.86
H -1.84 2.66 -0.54
H -1.54 -2.55 -1.46
H 1.40 -1.70 -4.13
```

As for the SMILES: [H]/P=C/[NH+]=C(C)\N=C(\C)C/C(=N/C)C(F)F. The LUMO energy is -0.144 Eh. The total energy is -1056.924814 Ha. Its net charge is +1.

=====

Density functional theory data (the ωB97M-V functional and the def2-TZVPD basis) for C2H4N2 in the gas phase.

Structure (XYZ):
```
8
Properties=species:S:1:pos:R:3
C -0.68 -0.75 0.00
C 0.70 -0.74 0.05
N -0.75 0.71 -0.07
N 0.75 0.68 0.10
H -1.60 -1.29 0.00
H 1.62 -1.26 -0.09
H -1.08 1.35 0.62
H 1.04 1.30 -0.62
```

As for the SMILES: c1c[nH][nH]1. The LUMO energy is 0.049 Eh. The total energy is -187.995584 Ha. The energy above the lowest of the compared OMol25 structures with the same formula, charge and spin comes out at 3.340 eV.

=====

Density functional theory data (the ωB97M-V functional and the def2-TZVPD basis) for a molecular structure, C9H16N2PSTl.

Structure (XYZ):
```
30
Properties=species:S:1:pos:R:3
C -0.39 0.14 -2.26
C -1.21 1.15 -1.63
C -0.32 2.08 -0.96
C 1.06 1.68 -1.25
C 1.01 0.49 -2.06
Tl 0.00 -0.05 0.20
P -0.06 -2.31 0.40
H -0.76 -0.73 -2.81
H -2.31 1.19 -1.62
H -0.64 2.92 -0.33
H 1.88 -0.07 -2.42
H 1.96 2.18 -0.88
H 1.03 -3.04 -0.04
H -1.11 -3.00 -0.17
H -0.15 -2.66 1.74
S 0.18 1.83 1.76
C 0.09 0.68 3.07
N -1.11 0.36 3.56
C -1.23 -0.52 4.75
C -0.03 -0.24 5.64
C 1.24 -0.54 4.87
N 1.24 0.30 3.64
H -1.98 0.84 3.25
H -1.20 -1.55 4.40
H -2.19 -0.35 5.25
H -0.08 -0.89 6.52
H -0.05 0.80 5.98
H 1.25 -1.59 4.55
H 2.14 -0.34 5.45
H 2.15 0.73 3.37
```

The LUMO energy is 0.009 Eh. The total energy is -1373.797571 Ha.

=====

Density functional theory data (the ωB97M-V functional and the def2-TZVPD basis) for 4 unconnected molecules or ions with the total composition C4H16NO3.

Structure (XYZ):
```
24
Properties=species:S:1:pos:R:3
C 0.20 0.75 0.75
N 1.34 -0.10 0.48
C 2.18 -0.12 1.63
C 1.40 0.08 2.89
C 0.01 0.69 2.31
H 0.31 1.79 0.28
H -0.63 0.33 0.21
H 1.90 0.10 -0.48
H 0.84 -1.07 0.47
H 2.92 0.65 1.78
H 2.61 -1.12 1.76
H 1.23 -0.82 3.62
H 2.08 0.71 3.55
H -0.12 1.50 2.87
H -0.90 0.00 2.69
H -3.33 -2.69 -4.59
H -3.89 -3.83 -3.71
O -3.08 -3.34 -3.93
H 0.23 -1.36 -2.94
H 1.37 -0.20 -3.13
O 0.90 -0.75 -2.53
H -1.81 2.95 -1.33
H -3.15 3.21 -1.60
O -2.60 2.65 -1.06
```

As for the spin multiplicity: 2. The LUMO energy (spin up / spin down) is -0.231 / -0.553 Eh. The total energy is -441.622777 Ha. The energy above the lowest of the compared OMol25 structures with the same formula, charge and spin comes out at 4.352 eV. Its net charge is +2.